[1]
Here is a 4-piece molecular cluster, C23H43ClN4OSi overall at a distorted geometry from the Open Molecules 2025 dataset. Energies are from ωB97M-V with the def2-TZVPD basis set.

Computed properties:
Structure (SMILES)   C=C[Si@@H](CCCCNC(C)=O)[C@H](Cl)CC.CCCC#N.CCCC#N.CCCC#N
LUMO level   -0.07 eV
HOMO energy   -8.66 eV
Largest force on an atom   0.1662 Eh/bohr
Frontier orbital gap   8.588 eV

ORCA input file:
```
! RIJCOSX wB97M-V def2-TZVPD def2/J DEFGRID3
* xyz 0 1
H -1.858 -0.299 4.040
H -2.597 -0.150 6.431
H 3.187 -1.144 5.869
H 1.506 -1.172 5.312
N 1.683 -1.661 -2.932
H -2.384 2.637 5.152
H 0.637 -5.118 -0.548
O -2.359 -5.358 0.545
N -1.661 -2.996 -0.043
H 4.645 -1.805 2.456
C -2.130 5.089 -3.657
H -0.347 -4.771 -2.153
H -3.199 0.762 3.564
H 2.702 0.619 -4.874
C 0.259 3.103 -2.263
H 3.921 -0.649 -4.944
C -0.869 1.509 0.148
H 2.380 2.593 -2.930
H -1.462 0.883 -2.586
H -1.240 -2.504 -0.862
H -3.528 -0.843 4.240
H -2.219 2.286 6.869
H 2.723 -0.315 -7.108
H -0.030 -0.617 2.192
H -1.152 4.746 -4.238
C 2.267 -0.916 -6.312
Cl -4.449 2.173 -1.521
C 2.949 -1.542 3.748
C -1.555 -4.505 -0.145
C -0.974 -2.484 1.225
H 2.252 -1.262 2.950
H -1.084 2.436 0.839
H 2.865 -2.628 3.878
H 1.188 -0.724 -6.346
C -2.868 0.029 4.306
H -2.713 5.832 -4.381
H -1.754 5.638 -2.690
H -4.135 3.956 -3.676
H 3.595 -2.608 -6.605
H -3.953 0.867 5.949
C 2.840 -0.465 -4.969
C 2.523 -0.867 5.045
C 2.190 -1.129 -3.830
H 2.128 -2.645 -7.598
H -2.393 -0.312 -0.088
H 5.077 -1.499 4.135
H 0.518 -0.886 0.404
H -2.199 0.410 1.663
C 2.523 -2.387 -6.610
C -2.057 1.872 5.867
C -0.431 -0.940 1.116
H 2.033 -3.036 -5.878
H 2.528 0.223 4.950
C 4.557 0.216 3.017
C -2.913 0.615 5.711
C 4.383 -1.207 3.338
C -2.852 3.129 -1.848
N 0.507 1.385 5.543
N 4.695 1.342 2.772
H 0.846 2.110 -4.268
C -1.615 0.142 0.659
H -0.013 -3.164 1.391
H -0.612 -6.428 -1.132
C -0.623 1.599 5.691
H 0.306 1.322 0.208
H 0.356 4.165 -1.740
H -2.656 2.874 -4.130
C -3.009 3.731 -3.385
H -2.812 4.029 -1.096
C -0.401 -5.255 -1.084
Si -1.267 2.014 -1.676
H -1.628 -2.610 2.190
C 1.235 2.569 -3.264
*
```

***

[2]
Here is a 4-piece molecular cluster, C29H62BrIN3O2 overall at a distorted geometry from the Open Molecules 2025 dataset. Energies are from ωB97M-V with the def2-TZVPD basis set.

Computed properties:
LUMO level   -3.74 eV
HOMO energy   -12.09 eV
Largest force on an atom   0.1760 Eh/bohr
Relative energy (zero: lowest compared OMol25 entry of this formula, charge and spin)   603.9 kJ/mol
Frontier orbital gap   8.346 eV

ORCA input file:
```
! RIJCOSX wB97M-V def2-TZVPD def2/J DEFGRID3
* xyz 1 1
C 1.676 6.825 0.376
C -1.045 2.447 -2.567
C -5.827 -4.645 4.540
C 2.533 -3.123 -2.833
C 1.632 -1.560 4.195
H 4.357 7.768 0.244
C -1.162 -4.131 0.869
H -6.751 -4.674 3.949
C -5.814 -5.839 5.498
H 4.247 -0.763 -4.146
H 4.983 -3.135 -1.733
H -3.172 -2.381 4.533
H -0.778 -5.025 1.556
C 3.564 -3.659 1.381
H 3.506 -1.341 -1.766
H -3.087 -5.435 4.821
H 3.194 -3.461 -3.767
H 0.270 7.799 -1.915
H -4.760 -3.671 2.951
H 0.886 3.108 -1.866
C 2.291 6.113 -0.834
H 2.329 -2.465 4.510
C -5.883 -7.182 4.787
H 2.838 0.455 -3.845
N 1.146 -2.787 1.738
C 1.444 -1.529 2.540
N 4.684 -3.420 0.397
H -2.035 -3.308 5.526
C -3.047 -3.303 5.112
N 1.840 -3.905 -0.451
H -2.320 -3.928 1.010
H -0.753 2.966 -5.387
H -0.922 -4.462 -0.248
O 1.598 -0.295 1.982
H -2.497 -4.523 3.444
H 5.531 -3.945 0.773
H -1.134 1.717 -1.753
H -1.248 0.945 -4.095
H -4.044 3.547 -3.474
H 3.337 5.865 -0.618
H -2.304 2.293 -5.836
H 2.556 -1.942 0.193
H 2.131 8.886 -0.135
H -2.769 1.602 -3.532
C 2.911 -4.053 -1.496
H -4.469 3.560 -5.198
H 0.597 6.940 0.221
C -2.429 4.172 -4.794
H -4.324 5.081 -4.303
H -1.889 4.735 -4.026
H -5.878 -3.723 5.130
H 1.784 6.172 1.252
H 1.559 -4.828 -0.054
H 4.109 9.136 1.332
C 2.210 -2.973 0.677
C 2.234 6.891 -2.151
C 3.746 8.137 1.073
C -4.639 -4.566 3.573
H 0.578 3.506 -3.559
H -4.673 -5.417 2.884
H 1.777 5.152 -0.967
H 0.583 -1.580 4.743
H 2.521 -1.104 -4.913
H 5.078 -4.924 -1.134
H 3.800 -3.196 2.432
C -1.744 1.880 -3.805
C 4.452 -3.916 -1.003
H -1.552 3.354 -2.221
O -0.898 -1.596 0.837
C -0.254 -2.755 1.146
Br 0.866 -0.823 -2.002
H -6.679 -5.756 6.166
C -3.258 -4.526 4.234
H 1.408 -3.411 -3.109
H 2.748 6.304 -2.922
H 0.259 6.237 -2.760
H -2.343 4.758 -5.717
C 2.660 -1.511 -2.565
H 2.787 7.832 -2.068
C -3.900 4.078 -4.419
H 1.719 8.622 1.549
H 2.196 -0.571 4.544
H -4.929 -5.808 6.142
H 3.323 -4.815 1.556
H -5.907 -7.995 5.520
I 2.712 -6.152 -2.237
H 0.966 1.836 -3.097
C 3.078 -0.703 -3.965
H -3.748 -3.282 5.951
C 0.430 2.741 -2.792
C 0.816 7.170 -2.624
H 0.836 7.695 -3.585
H -5.014 -7.343 4.143
C -1.775 2.808 -5.025
H 4.946 -2.396 0.470
H 3.906 7.484 1.938
H -6.787 -7.252 4.173
C 2.272 8.196 0.703
*
```